[1]
Computed, not measured: a structure of composition C7H34AsF6N14O10 at a distorted geometry, with ωB97M-V/def2-TZVPD.

Element x y z (Å)
As  1.1023  -0.6031  -0.5498
F  0.8166  1.0223  -1.1075
F  2.2312  -0.7669  -1.8592
F  1.3432  -2.2419  -0.0088
F  -0.0709  -0.3883  0.7434
F  -0.2075  -1.1381  -1.5690
F  2.3891  -0.0855  0.4827
C  1.6730  -3.3535  -4.4483
O  1.3790  -4.2748  -5.1943
N  2.9495  -2.9357  -4.1892
N  0.7242  -2.6731  -3.7318
H  3.6784  -3.2480  -4.8009
H  3.1278  -2.3943  -3.3633
H  0.8683  -1.9627  -3.0297
H  -0.1328  -3.1870  -3.6116
C  -4.0518  -0.9452  -0.1305
O  -4.8517  -1.1095  0.7800
N  -2.8275  -1.5581  -0.1548
N  -4.2942  -0.1009  -1.1820
H  -2.0337  -1.1019  -0.5750
H  -2.6430  -2.1986  0.6021
H  -3.6057  0.1839  -1.8490
H  -5.2217  0.2820  -1.1699
C  1.9821  -1.0758  4.4922
O  2.3762  -0.0614  5.0530
N  2.2217  -1.3591  3.1771
N  1.2405  -2.0487  5.1074
H  1.6428  -1.9896  2.6494
H  2.6567  -0.6083  2.6692
H  0.9516  -2.8008  4.4931
H  0.7719  -1.8374  5.9661
C  0.1874  -4.5784  2.1557
O  0.7609  -3.7624  2.8768
N  -1.1227  -4.8603  2.3895
N  0.7596  -5.1074  1.0436
H  -1.4062  -4.5893  3.3142
H  -1.6091  -5.5489  1.8464
H  0.2586  -5.8007  0.5210
H  1.5015  -4.5782  0.6174
C  3.0462  3.8963  -0.6375
O  3.7996  3.3162  -1.4160
N  2.0183  3.2853  -0.0011
N  3.3670  5.1486  -0.1794
H  1.5614  3.7910  0.7381
H  1.6501  2.3903  -0.2831
H  4.3336  5.4011  -0.2665
H  2.8033  5.6470  0.4831
C  -1.7881  2.6509  2.2664
O  -0.9890  3.3007  1.5951
N  -2.0670  1.3468  2.0292
N  -2.5919  3.2437  3.2013
H  -2.8556  0.8835  2.4460
H  -1.5218  0.7982  1.3876
H  -3.4052  2.7621  3.5358
H  -2.5394  4.2363  3.3241
C  -2.6799  3.3119  -1.7937
O  -3.3191  4.1335  -1.1521
N  -1.8294  2.4067  -1.2388
N  -2.7604  3.2737  -3.1688
H  -1.4869  2.5969  -0.3042
H  -1.2344  1.8322  -1.8075
H  -3.6065  3.7098  -3.4964
H  -2.4592  2.4453  -3.6530
O  0.4599  3.7260  -2.9935
H  0.3381  4.0701  -2.1028
H  0.4316  2.7713  -2.8898
O  -1.6498  -1.8482  2.4033
H  -0.9407  -1.2161  2.2288
H  -1.2186  -2.5486  2.8961
O  3.8747  1.6750  -3.5754
H  3.9697  0.7623  -3.2872
H  3.7740  2.1859  -2.7442

Calculated values
ΔE to the lowest compared entry with this formula, charge and spin ... 0.0 kJ/mol
Kohn-Sham gap ... 9.143 eV
Total charge ... -1
Multiplicity ... 1
HOMO ... -7.18 eV
DFT total energy ... -4641.6593 a.u.


[2]
Computed, not measured: a structure of composition C8H13Br2CdN, with ωB97M-V/def2-TZVPD.

Element x y z (Å)
Cd  -0.1418  -0.9421  -0.0316
C  0.4353  2.9593  -0.4599
C  0.6975  1.7238  0.3428
C  1.7916  0.8915  0.0421
C  2.0992  -0.2181  0.8452
C  1.2959  -0.5246  1.9607
C  0.1976  0.2978  2.2632
C  -0.0977  1.4008  1.4539
H  1.0109  3.7881  -0.0383
H  -0.6128  3.2513  -0.4271
H  0.7530  2.8475  -1.4953
H  2.4636  1.1731  -0.7596
H  3.0186  -0.7643  0.6755
H  1.5975  -1.3038  2.6485
H  -0.3673  0.1293  3.1713
H  -0.9198  2.0535  1.7208
Br  -0.6742  -0.5097  -2.7800
C  -2.5902  -0.5781  -2.4440
Br  -2.9102  -0.5516  -0.5243
H  -2.9911  -1.4948  -2.8582
H  -3.0535  0.2952  -2.8882
N  -0.2349  -3.1832  -0.0942
H  0.6778  -3.6339  -0.1076
H  -0.7210  -3.5240  -0.9198
H  -0.7241  -3.5831  0.7040

Calculated values
ΔE to the lowest compared entry with this formula, charge and spin ... 0.0 kJ/mol
Kohn-Sham gap ... 9.343 eV
Total charge ... +2
Multiplicity ... 1
HOMO ... -17.05 eV
DFT total energy ... -5682.5751 a.u.


[3]
Computed, not measured: a cluster of 4 separate species, C16H33F7NO4 in total at a distorted geometry, with ωB97M-V/def2-TZVPD.

Element x y z (Å)
F  1.8200  1.5108  -1.8056
C  1.7412  2.8782  -1.2090
F  1.4128  2.7018  0.2186
F  3.1713  3.3746  -1.2265
C  0.8835  3.9663  -2.0434
F  1.1499  3.7586  -3.5165
F  1.5084  5.3129  -1.7523
C  -0.6997  4.1287  -1.7173
F  -1.0349  4.2028  -0.2451
F  -1.0457  5.5245  -2.2005
N  -1.6463  3.2353  -2.4810
C  -3.0718  3.2078  -1.9413
C  -3.3473  2.1126  -0.7615
O  -2.7125  0.8008  -0.9414
C  -1.2502  1.0068  -1.2120
C  -1.2230  1.8064  -2.6714
H  -1.7281  3.6586  -3.4548
H  -3.8324  3.0333  -2.8155
H  -3.3015  4.2786  -1.4699
H  -2.9873  2.5117  0.3043
H  -4.5155  1.9456  -0.6441
H  -0.7341  -0.0406  -1.3256
H  -0.8579  1.6510  -0.3176
H  -0.2481  1.6326  -3.2890
H  -2.0942  1.2855  -3.3023
C  1.4672  0.1010  2.0948
C  0.2058  -0.7249  1.9000
C  0.2122  -1.9630  2.7825
O  0.1055  -1.1192  0.5341
H  2.3591  -0.4764  1.8265
H  1.4544  0.9822  1.4444
H  1.5653  0.4332  3.1330
H  -0.6736  -0.1136  2.1301
H  1.0596  -2.6137  2.5387
H  -0.6959  -2.5542  2.6228
H  0.2726  -1.6928  3.8413
H  0.8822  -1.6625  0.3209
C  5.6036  -0.4168  -2.0581
C  4.6308  -0.3894  -0.8900
C  5.1828  0.4208  0.2721
O  4.3755  -1.7230  -0.4567
H  6.5521  -0.8824  -1.7675
H  5.1984  -1.0136  -2.8823
H  5.8085  0.5938  -2.4249
H  3.6762  0.0377  -1.2159
H  6.1164  -0.0151  0.6454
H  4.4775  0.4215  1.1101
H  5.3750  1.4565  -0.0248
H  5.2176  -2.1102  -0.1654
C  -4.5932  -5.5394  2.5425
C  -3.8001  -4.2514  2.6953
C  -3.5735  -3.5772  1.3514
O  -2.5408  -4.5406  3.2967
H  -4.0565  -6.2577  1.9125
H  -4.7379  -6.0200  3.5161
H  -5.5743  -5.3484  2.0967
H  -4.3337  -3.5678  3.3646
H  -3.0008  -4.2259  0.6792
H  -2.9910  -2.6580  1.4754
H  -4.5240  -3.3274  0.8700
H  -2.0600  -5.1470  2.7092

Calculated values
ΔE to the lowest compared entry with this formula, charge and spin ... 393.6 kJ/mol
Kohn-Sham gap ... 7.554 eV
Total charge ... +1
Multiplicity ... 1
HOMO ... -11.79 eV
DFT total energy ... -1683.7195 a.u.


[4]
Computed, not measured: the molecule C3H2N2O at a distorted geometry, with ωB97M-V/def2-TZVPD.

Element x y z (Å)
C  -1.6014  -0.1520  -0.0052
C  0.8757  -0.6366  -0.1901
C  -0.3309  0.4111  0.0688
N  -2.6270  -0.6796  0.0331
N  0.1067  1.6063  0.2133
O  1.9272  -0.4284  0.3317
H  0.5426  -1.6741  -0.6498
H  1.1071  1.5532  0.1982

Calculated values
ΔE to the lowest compared entry with this formula, charge and spin ... 87.9 kJ/mol
Kohn-Sham gap ... 9.525 eV
Total charge ... 0
SMILES ... [H]/N=C(/C#N)C=O
Multiplicity ... 1
HOMO ... -10.77 eV
DFT total energy ... -300.1979 a.u.


[5]
Computed, not measured: a cluster of 2 separate species, C2H3NO2 in total at a distorted geometry, with ωB97M-V/def2-TZVPD.

Element x y z (Å)
C  -0.4988  -0.7215  -1.1907
C  -0.3601  0.8950  1.8910
N  -0.0031  -0.3831  -0.0219
O  1.3409  -0.0195  -0.0682
O  -1.0222  1.7986  1.9196
H  0.3146  -0.7197  -1.9608
H  -1.4554  -1.0360  -1.4279
H  1.6840  0.1862  0.8589

Calculated values
ΔE to the lowest compared entry with this formula, charge and spin ... 317.7 kJ/mol
Kohn-Sham gap ... 11.063 eV
Total charge ... 0
Multiplicity ... 1
HOMO ... -10.13 eV
DFT total energy ... -283.1370 a.u.


[6]
Computed, not measured: the molecule C6H10O at a distorted geometry, with ωB97M-V/def2-TZVPD.

Element x y z (Å)
C  -1.8574  0.0098  0.2158
C  -2.7676  -0.7681  -0.2642
C  -0.5627  0.4687  0.5830
C  1.5379  1.3361  -0.1504
C  1.2475  -1.1628  0.1243
C  0.6189  0.1367  -0.3586
O  -1.4943  1.2576  -0.0071
H  -3.5475  -0.4313  -1.0056
H  -2.5435  -1.8567  -0.1032
H  -0.3492  0.6060  1.6207
H  1.9993  1.2091  0.8445
H  0.8696  2.2687  -0.0352
H  2.3537  1.5516  -0.9319
H  2.0934  -0.9638  0.7308
H  1.6314  -1.8062  -0.5741
H  0.5640  -1.9458  0.6314
H  0.2067  0.0903  -1.3203

Calculated values
ΔE to the lowest compared entry with this formula, charge and spin ... 216.6 kJ/mol
Kohn-Sham gap (spin up / spin down) ... 5.700 / 8.777 eV
Total charge ... 0
Multiplicity ... 3
HOMO (spin up / spin down) ... -4.60 / -10.63 eV
DFT total energy ... -309.5693 a.u.


[7]
Computed, not measured: the ion C5H11N2O with charge +1 at a distorted geometry, with ωB97M-V/def2-TZVPD.

Element x y z (Å)
C  0.1477  1.0623  -0.1978
C  0.5947  2.2833  -0.7052
C  -0.4374  -1.1929  -0.2847
C  -1.3857  -0.5528  0.6768
C  1.9291  -0.5700  -0.2535
N  0.6318  -0.1863  -0.4126
N  -1.3161  0.9400  0.3587
O  2.2431  -0.9461  1.0682
H  -0.1480  3.1818  -0.6161
H  1.4093  2.4309  -1.2871
H  0.0366  -2.0805  0.0978
H  -0.9081  -1.3739  -1.2167
H  -2.3853  -0.9781  0.5156
H  -1.1597  -0.6974  1.6655
H  2.5643  0.1969  -0.4779
H  2.1379  -1.3583  -0.9226
H  -1.5998  1.6557  1.0224
H  -1.8647  1.1455  -0.4787
H  3.2576  -0.8761  1.1944

Calculated values
ΔE to the lowest compared entry with this formula, charge and spin ... 307.2 kJ/mol
Kohn-Sham gap (spin up / spin down) ... 6.524 / 8.651 eV
Total charge ... +1
Multiplicity ... 3
HOMO (spin up / spin down) ... -9.67 / -14.44 eV
DFT total energy ... -381.4226 a.u.


[8]
Computed, not measured: a cluster of 6 separate species, C24H48O18 in total at a distorted geometry, with ωB97M-V/def2-TZVPD.

Element x y z (Å)
C  -9.2136  -0.6387  1.8880
C  -8.4943  0.6877  1.7764
O  -7.3929  0.6081  0.8513
C  -6.1855  0.3076  1.2898
O  -5.9162  0.0342  2.4406
O  -5.3233  0.4248  0.3087
C  -3.9707  0.0796  0.5366
H  -8.7181  -1.2296  2.6568
H  -9.1932  -1.2128  0.9648
H  -10.2345  -0.3894  2.1798
H  -8.0311  0.9524  2.7296
H  -9.1231  1.5297  1.5008
H  -3.4400  0.9784  0.8539
H  -3.4800  -0.3827  -0.3126
H  -3.8228  -0.5758  1.3976
C  -3.3530  -4.0273  3.0046
C  -2.2257  -4.4348  2.0344
O  -1.0428  -3.6481  2.2563
C  0.0084  -4.2753  2.7237
O  0.0436  -5.3912  3.1735
O  1.0668  -3.4792  2.6451
C  2.2747  -3.8523  3.2665
H  -3.8967  -4.9267  3.2846
H  -4.0121  -3.3130  2.5179
H  -2.9053  -3.6036  3.9008
H  -2.5096  -4.3148  0.9919
H  -2.0123  -5.4898  2.1821
H  2.6177  -4.8738  3.1078
H  2.1289  -3.7330  4.3454
H  3.0707  -3.1660  2.9895
C  0.1690  -0.6536  1.0925
C  0.7387  -1.4379  -0.0608
O  1.0821  -0.4499  -1.0397
C  2.2882  -0.4298  -1.5929
O  3.0470  -1.3587  -1.6848
O  2.4001  0.7199  -2.2164
C  3.6011  1.0410  -2.9240
H  0.8019  0.1364  1.4991
H  0.0769  -1.2059  2.0381
H  -0.8940  -0.5032  0.9018
H  -0.1391  -1.9855  -0.4111
H  1.4954  -2.1545  0.2491
H  4.2864  1.5876  -2.2766
H  3.2435  1.8037  -3.6160
H  4.0560  0.1953  -3.4259
C  4.8568  -2.1727  -5.4528
C  6.2773  -2.1706  -6.0334
O  7.2170  -1.5497  -5.1801
C  8.4956  -1.6875  -5.5650
O  8.9112  -2.0403  -6.6367
O  9.2583  -1.3203  -4.5257
C  10.6590  -1.4969  -4.6630
H  4.4075  -1.1775  -5.3652
H  4.8656  -2.4664  -4.3995
H  4.2169  -2.7980  -6.0674
H  6.2487  -1.6433  -6.9870
H  6.4289  -3.2433  -6.1704
H  10.8859  -2.5428  -4.8852
H  11.0613  -1.3471  -3.6642
H  11.1186  -0.8670  -5.4191
C  0.5022  3.0619  2.2365
C  -1.0122  2.9674  2.1718
O  -1.5622  2.8684  3.5069
C  -1.7370  1.6567  4.0202
O  -1.4553  0.6242  3.4627
O  -2.2022  1.8190  5.2567
C  -2.2497  0.6672  6.0736
H  0.6559  4.0053  2.7728
H  0.8897  3.3268  1.2474
H  1.1002  2.2512  2.6348
H  -1.3436  2.0997  1.6007
H  -1.4720  3.8577  1.7563
H  -2.8500  -0.2045  5.7976
H  -2.6130  0.9558  7.0553
H  -1.2493  0.2355  6.1579
C  -1.3772  1.6362  -1.9825
C  -0.3474  2.7608  -1.9926
O  -0.9803  3.8646  -1.3660
C  -0.4358  5.0741  -1.5917
O  0.4030  5.2839  -2.4237
O  -0.9538  5.9299  -0.7165
C  -0.8319  7.3110  -1.0177
H  -1.8564  1.4600  -1.0236
H  -0.9939  0.7166  -2.4204
H  -2.1320  2.0185  -2.6807
H  0.0248  2.8852  -3.0066
H  0.4945  2.3756  -1.4060
H  -0.5503  7.8157  -0.0896
H  -1.7720  7.7007  -1.3959
H  0.0312  7.5484  -1.6415

Calculated values
ΔE to the lowest compared entry with this formula, charge and spin ... 218.6 kJ/mol
Kohn-Sham gap ... 11.251 eV
Total charge ... 0
SMILES ... CCOC(=O)OC.CCOC(=O)OC.CCOC(=O)OC.CCOC(=O)OC.CCOC(=O)OC.CCOC(=O)OC
Multiplicity ... 1
HOMO ... -10.64 eV
DFT total energy ... -2297.5946 a.u.